26
Properties=species:S:1:pos:R:3 method="wB97M-V/def2-TZVPD" spin_multiplicity=1 relative_energy_ev=3.6285 e_homo_ev=-7.8 energy_ev=-18098.8300 lumo_ev=0.1003 fmax_ha_per_bohr=0.0770
C 3.75 -0.57 0.23
C 3.51 -1.28 -0.98
C 2.65 -0.21 0.99
C 2.28 -1.56 -1.39
C 1.38 -0.49 0.55
C 1.18 -1.07 -0.64
C -0.59 2.02 0.41
C -3.56 -0.72 0.07
C -2.18 -1.13 0.01
C 0.12 2.65 -0.67
C -4.26 -0.39 1.34
N -1.20 1.41 1.15
N -0.08 -1.34 -1.10
N -1.14 -1.17 -0.52
O -4.13 -0.62 -0.99
H 4.80 -0.29 0.51
H 4.30 -1.30 -1.65
H 2.82 0.50 1.77
H 2.00 -2.00 -2.34
H 0.50 -0.01 1.10
H 0.56 3.55 -0.38
H -0.51 2.95 -1.49
H 0.92 2.00 -0.90
H -3.66 0.30 1.79
H -4.31 -1.28 1.95
H -5.16 0.04 1.19